No. 1
This record from the Open Molecules 2025 dataset describes 2 unconnected molecules or ions with the total composition C3H7OS at a distorted geometry. The level of theory is ωB97M-V/def2-TZVPD.

Values from the calculation:
Electronic energy   -591.9203 Ha
Spin multiplicity   1
Relative energy (zero: lowest compared OMol25 entry of this formula, charge and spin)   30.1 kcal per mole
Net charge   -1
Highest occupied orbital energy   -2.486 eV

CARTESIAN COORDINATES (ANGSTROEM)
S -0.25 2.16 -0.46
O 0.61 -1.66 0.79
C 0.31 -2.04 -0.49
C 0.54 -3.23 -1.02
C -0.83 2.08 1.27
H 1.03 -3.98 -0.40
H -1.42 2.97 1.48
H 0.00 -1.13 -1.02
H -1.45 1.20 1.40
H -0.05 2.00 2.04
H 0.12 -3.68 -1.91
H 0.64 -0.69 0.72

No. 2
This record from the Open Molecules 2025 dataset describes 3 unconnected molecules or ions with the total composition C6H12Br6 at a distorted geometry. The level of theory is ωB97M-V/def2-TZVPD.

Values from the calculation:
Electronic energy   -15679.8823 Ha
Spin multiplicity   1
Relative energy (zero: lowest compared OMol25 entry of this formula, charge and spin)   17.9 kcal per mole
Structure (SMILES)   BrCCBr.BrCCBr.BrCCBr
Highest occupied orbital energy   -10.351 eV

CARTESIAN COORDINATES (ANGSTROEM)
Br 8.86 5.59 2.66
Br 11.47 4.19 6.37
Br 11.40 9.54 6.90
Br 3.03 7.12 4.56
Br 7.47 9.65 4.34
Br 6.91 6.14 6.66
C 4.41 7.38 5.87
C 9.47 4.58 4.28
C 10.58 5.30 5.13
C 9.00 9.16 5.50
C 5.51 6.45 5.32
C 10.12 10.19 5.55
H 11.41 5.65 4.51
H 4.09 7.05 6.85
H 9.35 8.29 4.95
H 8.64 4.43 4.88
H 10.74 10.24 4.65
H 4.72 8.44 5.76
H 5.27 5.40 5.25
H 5.96 6.89 4.42
H 10.24 6.15 5.63
H 9.90 3.57 3.98
H 8.76 8.85 6.51
H 9.94 11.19 5.94

No. 3
This record from the Open Molecules 2025 dataset describes 2 unconnected molecules or ions with the total composition C36H37BrF10N4O6S at a distorted geometry. The level of theory is ωB97M-V/def2-TZVPD.

Values from the calculation:
Electronic energy   -6035.3259 Ha
Spin multiplicity   1
Relative energy (zero: lowest compared OMol25 entry of this formula, charge and spin)   22.7 kcal per mole
Net charge   -2
Highest occupied orbital energy   -0.020 eV

CARTESIAN COORDINATES (ANGSTROEM)
Br -0.32 -5.78 -2.49
S 0.11 -1.45 1.01
F -0.37 0.18 3.59
F 2.71 -3.22 -0.68
F -1.55 2.10 4.52
F 0.09 1.56 7.57
F 2.18 -0.66 4.50
F -0.03 -0.43 5.63
F -1.37 3.06 7.05
F -1.92 0.98 6.90
F 0.35 2.96 5.10
F 2.31 1.18 5.63
O -2.65 0.91 1.15
O -1.13 0.14 -3.97
O 8.34 -2.73 0.02
O 5.23 0.70 2.78
O 5.70 1.15 0.09
O 7.59 -3.35 2.64
N -2.85 -1.31 -3.30
N -1.75 -0.05 -0.90
N -2.37 6.24 -0.39
N -3.41 -4.51 -3.76
C -1.40 -1.40 -1.25
C -0.90 1.82 6.73
C -2.95 -0.19 -5.50
C -1.56 -3.25 -2.75
C -0.19 -3.45 -0.79
C -0.49 1.99 -0.87
C -4.03 -0.73 -2.65
C 0.30 0.24 0.48
C -2.13 -3.84 -4.03
C 2.33 0.54 1.98
C 0.78 4.20 -0.97
C 5.89 -0.12 2.12
C 0.72 -4.27 0.08
C -0.91 5.99 -0.34
C -1.92 -1.96 -2.39
C -0.72 -3.98 -1.95
C -3.52 1.96 0.71
C 2.18 1.39 3.27
C -0.55 -2.16 -0.48
C -4.53 -3.95 -4.54
C 6.37 -1.32 2.72
C -0.49 4.97 -1.43
C 7.17 -2.30 2.12
C -0.62 0.71 -0.41
C -2.74 -0.17 0.25
C 7.57 -1.99 0.65
C -0.43 1.88 5.26
C 1.76 0.62 4.51
C 0.54 2.79 -0.47
C 0.22 0.56 4.73
C -2.20 -0.40 -4.18
C 1.32 1.02 0.95
C 7.01 -0.83 0.02
C 6.20 0.13 0.62
C 2.11 -4.44 -0.50
C 1.42 2.29 0.46
H -0.27 5.52 -2.35
H 2.22 2.93 0.81
H 1.44 2.17 3.09
H 0.30 -5.28 0.15
H -5.10 -3.23 -3.96
H -0.61 5.63 0.65
H 1.23 4.76 -0.14
H 2.07 -4.91 -1.48
H -2.86 5.43 -0.04
H -0.43 6.96 -0.50
H -2.72 0.78 -5.93
H -3.83 0.24 -2.20
H -2.60 6.34 -1.37
H 2.72 -5.10 0.12
H -4.57 1.70 0.87
H 1.54 4.20 -1.76
H -2.27 -3.01 -4.73
H -4.20 -3.52 -5.50
H 2.26 -0.53 2.14
H -4.86 -0.62 -3.35
H -3.31 2.15 -0.34
H 6.05 -1.45 3.75
H -2.77 -1.02 -6.18
H -5.22 -4.77 -4.80
H -2.59 -1.09 0.83
H -1.21 2.34 -1.60
H -1.40 -4.49 -4.50
H 3.13 1.87 3.50
H 0.78 -3.92 1.11
H -3.27 2.86 1.28
H -3.31 -5.46 -4.07
H -4.02 -0.22 -5.27
H 7.28 -0.72 -1.02
H 3.32 0.78 1.58
H -1.31 4.28 -1.61
H -3.76 -0.18 -0.15
H -4.34 -1.40 -1.85

Calculated values (eV) of orbital gap for the records, taken in order: 6.341 10.627 2.999.